Record 1
The following is a DFT calculation (ωB97M-V/def2-TZVPD) of a cluster of 9 separate species, C54H50N10O21S in total in a non-equilibrium geometry.

As for the structure (SMILES): NCCC[C@]1(N=C=O)COS(=O)(=O)O1.O=[N+]([O-])c1ccccc1.O=[N+]([O-])c1ccccc1.O=[N+]([O-])c1ccccc1.O=[N+]([O-])c1ccccc1.O=[N+]([O-])c1ccccc1.O=[N+]([O-])c1ccccc1.O=[N+]([O-])c1ccccc1.O=[N+]([O-])c1ccccc1. The net charge is 0. The calculation puts the calculated total energy at -125520.4682 eV. The calculation puts the HOMO energy at -9.54 eV. The value obtained for the lowest unoccupied orbital energy is -0.78 eV. For the gap between HOMO and LUMO, the calculation gives 8.76 eV. As for the spin multiplicity: 1.

Each line ends with the Löwdin charge.
Element x y z (Å)
S: -3.5573 1.4850 1.2213  0.576
O: -7.9353 -2.5859 3.2936  0.068
O: 3.1858 0.8225 -2.2893  0.058
O: 6.7017 3.3863 -7.8117  0.077
O: -4.2522 2.7220 1.2408  -0.214
O: -2.5100 1.5335 2.4367  -0.181
O: 1.8156 -1.9725 0.6008  0.061
O: 5.3226 -10.4194 4.9562  0.071
O: 4.0537 -12.0378 5.5890  0.071
O: -7.5553 -4.1877 1.9091  0.079
O: -1.2640 1.0011 4.8714  0.076
O: -2.5279 1.3931 0.0606  -0.136
O: -0.6951 5.3579 1.0430  0.186
O: 1.8201 -2.4258 -1.5022  0.073
O: 0.5103 12.0968 -2.6925  0.075
O: 6.6242 1.3425 -7.1406  0.071
O: -0.1685 -4.7826 3.8331  0.080
O: -1.1233 3.1017 5.3029  0.077
O: -1.3720 11.7461 -3.6759  0.075
O: -4.3054 0.2901 1.3638  -0.224
O: -1.4675 -6.3701 4.4708  0.050
O: 3.2772 2.8646 -2.9515  0.084
N: 3.1495 2.4789 1.1567  0.008
N: -0.5201 11.4739 -2.8537  -0.354
N: 4.2313 -10.9149 5.1588  -0.355
N: -1.4493 3.4335 -0.1304  0.224
N: 2.3806 -2.1323 -0.4635  -0.339
N: 3.2272 1.6688 -3.1630  -0.327
N: -8.0574 -3.1231 2.2086  -0.339
N: 6.6575 2.1887 -8.0106  -0.353
N: -1.2722 -5.2505 4.0282  -0.336
N: -1.5550 1.9843 5.5200  -0.333
C: 3.0891 -0.1383 -4.8179  0.006
C: 3.2649 1.7160 -6.8834  -0.071
C: 1.7896 -10.6248 5.1158  -0.009
C: -9.4068 -1.1983 1.4913  0.001
C: 1.6742 2.4369 1.1589  -0.266
C: -8.8594 -2.4305 1.1879  -0.144
C: -2.4416 -4.4196 3.7140  -0.151
C: -1.2360 1.9478 1.9378  -0.122
C: -1.0884 4.4152 0.4919  -0.285
C: 0.1825 9.9893 -1.0223  -0.004
C: 6.5218 0.8698 -12.0154  -0.070
C: -3.3482 -2.3718 2.9065  -0.047
C: 3.2988 2.1528 -5.5701  0.006
C: -2.2408 -3.1564 3.1876  0.006
C: -1.9068 9.5626 -2.1644  -0.005
C: 0.8232 -8.5609 4.3411  -0.059
C: -2.8726 2.9180 7.3723  -0.002
C: -4.8063 -4.1284 3.6813  -0.059
C: 6.6740 2.6651 -10.4240  -0.003
C: 3.2145 -8.8253 4.3522  -0.006
C: -4.6249 -2.8557 3.1554  -0.053
C: -0.0505 8.8985 -0.2007  -0.057
C: 0.6753 -9.8448 4.8516  -0.060
C: -2.9857 0.5458 6.9018  0.004
C: -3.7067 -4.9227 3.9626  0.000
C: 6.6235 2.2264 -11.7372  -0.063
C: 5.8867 -1.4715 0.6101  -0.059
C: -4.2484 1.4806 8.7204  -0.069
C: 3.0535 -0.5632 -6.1352  -0.056
C: 6.6227 1.7282 -9.4095  -0.151
C: 6.5636 -1.6315 -0.5918  -0.067
C: 2.0926 -8.0559 4.0900  -0.055
C: -2.5014 1.8120 6.6314  -0.143
C: -3.8662 0.3843 7.9585  -0.060
C: 6.4767 -0.0550 -10.9802  -0.065
C: 1.2304 1.2860 0.2619  -0.165
C: 4.4941 -2.1127 -1.7063  -0.021
C: -2.1285 8.4725 -1.3385  -0.058
C: 5.8669 -1.9467 -1.7519  -0.060
C: -3.7550 2.7449 8.4256  -0.064
C: -9.0301 -3.0290 -0.0461  -0.001
C: -1.2044 8.1414 -0.3553  -0.066
C: -1.2579 2.0945 0.4260  -0.397
C: -0.7541 10.3043 -1.9886  -0.150
C: 4.5109 -1.6294 0.6618  0.006
C: 3.8400 -1.9521 -0.5010  -0.153
C: -0.1882 1.3343 -0.3402  -0.077
C: -10.1444 -0.5421 0.5200  -0.062
C: 3.0426 -10.0982 4.8639  -0.154
C: -9.7717 -2.3651 -1.0091  -0.064
C: 3.1407 0.3626 -7.1666  -0.071
C: 6.5287 0.3727 -9.6636  -0.008
C: 3.2084 1.2144 -4.5601  -0.137
C: -10.3252 -1.1229 -0.7282  -0.069
H: 6.4773 0.5320 -13.0421  0.108
H: 6.6614 2.9449 -12.5440  0.109
H: -2.4815 3.8954 7.1341  0.119
H: -1.2421 -2.7906 2.9998  0.118
H: 3.9741 -1.5007 1.5893  0.122
H: -2.6834 -0.2988 6.3009  0.120
H: 3.3373 2.4348 -7.6885  0.111
H: 7.6379 -1.5075 -0.6255  0.107
H: -4.0564 3.5976 9.0179  0.108
H: -10.5755 0.4251 0.7370  0.109
H: 6.7511 3.7173 -10.1956  0.120
H: -9.9146 -2.8166 -1.9809  0.108
H: 3.4688 2.8817 0.2816  0.063
H: 0.6690 8.6390 0.5636  0.110
H: 3.1108 0.0282 -8.1954  0.108
H: -3.2229 -1.3814 2.4967  0.078
H: -4.2532 -0.5988 8.1873  0.110
H: 2.9545 -1.6170 -6.3562  0.110
H: 6.3997 -1.1111 -11.1982  0.108
H: 1.6847 -11.6234 5.5121  0.116
H: -9.2583 -0.7560 2.4646  0.120
H: -10.8980 -0.6046 -1.4856  0.107
H: 1.9301 1.2668 -0.5677  0.073
H: -2.6191 9.8302 -2.9301  0.118
H: -1.3825 7.2961 0.2913  0.075
H: 1.0763 10.5842 -0.9111  0.118
H: -0.0447 -7.9497 4.1412  0.073
H: -3.8330 -5.9141 4.3706  0.117
H: 3.4538 3.1076 1.8918  0.064
H: -0.8495 2.7763 2.5243  0.127
H: -0.1472 1.7392 -1.3457  0.126
H: 3.3971 3.2027 -5.3397  0.123
H: -8.5921 -3.9934 -0.2539  0.119
H: -0.5501 1.1352 2.1722  0.131
H: 1.3757 0.3465 0.7850  0.093
H: -0.5553 0.3177 -0.4395  0.131
H: 3.9415 -2.3606 -2.5986  0.105
H: -4.9335 1.3492 9.5473  0.107
H: 6.4303 -1.2214 1.5102  0.109
H: 4.2051 -8.4405 4.1628  0.117
H: -5.4832 -2.2333 2.9430  0.094
H: 6.3929 -2.0632 -2.6894  0.108
H: 2.2051 -7.0562 3.6929  0.107
H: 6.4956 -0.3363 -8.8500  0.119
H: 1.2756 3.4002 0.8319  0.103
H: -0.3125 -10.2389 5.0476  0.107
H: -3.0257 7.8814 -1.4612  0.109
H: 3.0168 -0.8463 -4.0064  0.100
H: 1.3863 2.2355 2.1856  0.106
H: -5.8038 -4.4964 3.8705  0.095

---

Record 2
The following is a DFT calculation (ωB97M-V/def2-TZVPD) of a cluster of 9 separate species, C30H85N11O9 in total in a non-equilibrium geometry.

As for the structure (SMILES): COC[C@H](C)N.COC[C@H](C)N.COC[C@H](C)N.COC[C@H](C)N.COC[C@H](C)N.COC[C@H](C)N.COC[C@H](C)N.NC(N)=O.NC(N)=O. The net charge is 0. The calculation puts the calculated total energy at -67303.3456 eV. The calculation puts the HOMO energy at -8.59 eV. The value obtained for the lowest unoccupied orbital energy is 0.33 eV. For the gap between HOMO and LUMO, the calculation gives 8.92 eV. As for the spin multiplicity: 1.

Each line ends with the Löwdin charge.
Element x y z (Å)
O: -2.5867 -3.3367 2.9968  -0.166
O: -0.5272 5.8910 -3.2750  0.024
O: -4.0147 1.4732 5.2722  -0.194
O: 3.7940 -0.1005 1.3088  -0.220
O: -2.7160 -0.3072 -3.9833  -0.221
O: -1.5006 6.9046 0.3107  0.020
O: 2.8482 2.6486 -2.3853  -0.184
O: -1.0282 2.0807 0.0196  -0.233
O: 1.1515 -5.6188 0.5507  -0.180
N: 5.7229 0.3724 -2.3364  0.045
N: -0.7802 1.5088 3.5840  0.057
N: -4.9543 -5.9225 1.7612  0.021
N: -2.8151 5.7958 -3.0157  0.159
N: 0.6375 0.8734 -5.0774  0.045
N: -2.9394 7.2890 2.0013  0.151
N: -3.5247 7.9507 -0.0455  0.147
N: 3.3829 -2.7768 -0.5287  0.036
N: 6.0918 -1.5059 -0.0148  0.040
N: -1.8629 5.7755 -5.0745  0.142
N: -0.6406 -0.6639 0.8180  0.076
C: 4.6983 1.2614 -2.8674  -0.432
C: 1.6188 2.8861 -1.7424  -0.106
C: 2.8714 0.7815 1.9085  -0.107
C: -2.9319 2.0662 4.5725  -0.176
C: -4.9902 0.7725 4.5733  -0.126
C: -1.3692 0.4333 5.6851  -0.056
C: -1.3525 -0.2238 -0.3959  -0.427
C: -1.8692 0.9658 4.3486  -0.455
C: -3.5731 -6.4062 3.6695  -0.065
C: 1.4757 -4.4150 -0.0766  -0.213
C: -1.3813 3.4287 0.3633  -0.056
C: 2.9417 -4.0293 0.1087  -0.403
C: 7.5693 -0.5391 1.7475  -0.046
C: 3.3954 -3.8745 1.5841  -0.042
C: 1.3175 -6.7758 -0.1946  -0.120
C: -2.3839 -1.2969 -0.7498  -0.044
C: 5.1579 0.2454 1.5090  -0.212
C: -2.9526 -4.3964 2.1543  -0.219
C: -2.5610 7.3710 0.7250  -0.695
C: -0.7490 0.9273 -4.6726  -0.438
C: 4.1525 0.7084 -4.1890  -0.063
C: -3.5672 -1.3952 -4.3261  -0.117
C: -2.0454 1.1271 -0.2007  -0.200
C: -1.6705 5.8158 -3.7209  -0.693
C: -4.0624 -5.2703 2.7413  -0.431
C: 3.5414 1.4719 -1.9134  -0.183
C: -1.5330 1.7818 -5.6882  -0.052
C: 6.1156 -0.9369 1.3500  -0.409
C: -1.4140 -0.4607 -4.5551  -0.191
C: -1.2025 -3.1326 3.1967  -0.100
H: -2.7097 0.9641 0.6576  0.126
H: -0.8302 -0.5019 5.5081  0.062
H: -2.3786 6.9313 2.7536  0.111
H: 1.6319 2.4380 -0.7427  0.069
H: -1.7082 1.2781 -6.6415  0.078
H: 0.6687 2.5967 -2.1993  0.072
H: 3.9683 1.7531 -0.9472  0.116
H: -3.8122 7.6784 2.3069  0.094
H: -2.1335 -5.0505 1.8350  0.127
H: -0.5801 -2.7978 2.3668  0.054
H: -4.3127 -6.5037 1.2236  0.066
H: -3.3010 2.4854 3.6274  0.111
H: -1.1312 1.6618 2.6412  0.039
H: 5.0587 2.2544 -3.1507  0.144
H: -3.3812 -4.0145 1.2192  0.109
H: -3.0866 -2.3673 -4.1869  0.088
H: -3.7116 5.7739 -3.4598  0.095
H: -3.1816 -1.2319 -0.0081  0.086
H: 2.8705 0.6188 -1.7758  0.128
H: 2.3792 -7.0255 -0.2981  0.090
H: 1.5927 3.9632 -1.5603  0.095
H: 8.3210 -0.6075 0.9678  0.071
H: 2.9567 -4.6643 2.1990  0.076
H: -3.8237 -1.3980 -5.3911  0.084
H: 6.3608 0.0302 -3.0492  0.088
H: -3.0081 -7.1748 3.1359  0.072
H: 1.1723 -4.3826 -1.1293  0.125
H: -1.0436 5.7493 -5.6525  0.102
H: -2.7834 5.5663 -5.4113  0.085
H: 3.0727 -2.9012 1.9556  0.072
H: 0.8451 -6.6918 -1.1820  0.089
H: 3.7994 -0.3054 -3.9753  0.080
H: -5.4684 1.3288 3.7571  0.085
H: -5.8440 0.5095 5.1995  0.086
H: -5.3776 -5.3217 1.0620  0.064
H: -0.8161 1.3314 -3.6547  0.118
H: 4.4648 -4.0486 1.6912  0.078
H: -2.6546 1.3526 -1.0812  0.129
H: 1.9339 0.7091 1.3559  0.056
H: -2.4947 2.1430 -5.3275  0.071
H: -4.4187 8.2439 0.2959  0.090
H: -2.1766 3.6668 -0.3497  0.079
H: 0.8192 -7.6369 0.2538  0.089
H: 1.2925 0.4939 -4.3998  0.049
H: -0.9394 2.6526 -5.9777  0.063
H: -2.5077 2.9429 5.0630  0.126
H: -4.7441 -4.7047 3.3811  0.134
H: -0.6780 1.1544 6.1274  0.081
H: 3.2829 1.2731 -4.5332  0.052
H: -0.7154 -3.9832 3.6809  0.091
H: 7.5438 0.4574 2.1950  0.064
H: -2.8608 -5.9977 4.3882  0.075
H: -1.4497 -0.8708 -5.5650  0.127
H: 3.0771 1.8549 1.8572  0.096
H: 2.7492 0.4660 2.9476  0.094
H: 6.0851 -0.6242 -0.5260  0.019
H: -4.4799 -1.2376 -3.7571  0.089
H: 5.1274 -0.4556 -2.2461  0.065
H: 4.8407 0.7796 -5.0310  0.081
H: -1.1748 -2.3049 3.9075  0.071
H: 3.5819 -4.8452 -0.2405  0.130
H: 0.1534 -0.0283 0.8239  0.039
H: -1.8607 -2.2568 -0.7239  0.075
H: -0.8425 -0.9630 -3.7683  0.120
H: 5.2743 0.7120 2.4947  0.122
H: 1.0350 1.8061 -5.1444  0.072
H: 0.0154 0.9098 3.3957  0.062
H: -1.7841 3.3447 1.3757  0.073
H: -3.4183 7.9227 -1.0459  0.091
H: -2.8190 -1.2874 -1.7477  0.052
H: 2.8772 -2.5813 -1.3904  0.075
H: -2.3374 0.1062 3.8523  0.121
H: -4.4698 -6.8291 4.1151  0.074
H: -2.6713 5.4973 -2.0614  0.091
H: -4.5843 -0.1643 4.1776  0.083
H: 5.3870 1.0502 0.7989  0.119
H: 3.1207 -1.9939 0.0687  0.048
H: -0.2409 -1.5397 0.5049  0.041
H: 5.2059 -1.9953 -0.1438  0.010
H: -0.6236 -0.1602 -1.2136  0.128
H: -0.5569 4.1289 0.2758  0.088
H: 0.9300 -3.6057 0.4085  0.103
H: 7.8457 -1.1875 2.5805  0.067
H: 5.7107 -1.7268 1.9895  0.121
H: -2.1104 0.1651 6.4360  0.078